1.
{"formula": "C18H17ClFN3O4S", "method": "ωB97M-V with the def2-TZVPD basis set", "elements": ["C", "N", "C", "S", "O", "O", "C", "C", "C", "N", "C", "C", "C", "O", "N", "C", "C", "C", "C", "F", "C", "C", "C", "O", "C", "C", "C", "Cl", "H", "H", "H", "H", "H", "H", "H", "H", "H", "H", "H", "H", "H", "H", "H", "H", "H"], "coordinates": [[-1.29377, -1.01011, 3.55142], [-2.06830, -0.06379, 4.31201], [-1.40255, 0.52192, 5.44735], [-3.01982, 0.95450, 3.39823], [-3.71542, 0.13078, 2.45358], [-3.78458, 1.76589, 4.28957], [-1.85095, 1.95242, 2.44614], [-1.54398, 1.46023, 1.19309], [-0.59393, 2.08728, 0.38717], [-0.29473, 1.66232, -0.88716], [-0.47279, 0.31452, -1.35855], [-1.17923, 0.21272, -2.71246], [-0.34727, -0.75251, -3.52769], [-0.61603, -1.22574, -4.59434], [0.82525, -1.00619, -2.81743], [1.87885, -1.81688, -3.31839], [2.27506, -1.69449, -4.64453], [3.29719, -2.48744, -5.13138], [3.91449, -3.38367, -4.27708], [4.91422, -4.15200, -4.74739], [3.53473, -3.51246, -2.95284], [2.50475, -2.72552, -2.47361], [0.87374, -0.38188, -1.58776], [1.81475, -0.36052, -0.84139], [0.02273, 3.24203, 0.88677], [-0.29733, 3.74267, 2.12961], [-1.23365, 3.09291, 2.92868], [-1.62238, 3.73168, 4.47618], [-0.38219, -0.56314, 3.13236], [-1.92834, -1.37346, 2.74730], [-1.01614, -1.84544, 4.19445], [-2.08077, 1.25122, 5.88195], [-1.19590, -0.25682, 6.18246], [-0.46002, 1.01061, 5.17099], [-2.10165, 0.59691, 0.86995], [0.48330, 2.15028, -1.30935], [-1.00739, -0.25997, -0.59718], [-2.20854, -0.13684, -2.64885], [-1.19210, 1.17981, -3.21903], [1.78134, -0.99194, -5.29579], [3.61895, -2.41416, -6.15767], [4.03780, -4.22177, -2.31565], [2.19378, -2.81134, -1.44512], [0.75886, 3.75146, 0.28260], [0.17996, 4.63591, 2.49881]], "smiles": "CN(C)S(=O)(=O)c1cc(N[C@H]2CC(=O)N(c3ccc(F)cc3)C2=O)ccc1Cl"}

=====

2.
{"formula": "C18H17ClN2O12PtSSe", "method": "ωB97M-V with the def2-TZVPD basis set", "elements": ["Pt", "O", "C", "N", "S", "O", "O", "C", "C", "C", "C", "C", "C", "H", "H", "H", "H", "O", "Se", "O", "O", "O", "N", "C", "C", "O", "O", "H", "H", "H", "H", "H", "C", "C", "C", "C", "Cl", "C", "C", "C", "O", "C", "C", "O", "O", "H", "H", "H", "H", "H", "H", "H", "H"], "coordinates": [[0.79573, -0.95784, -0.48829], [0.36276, -1.05316, 1.47326], [-0.57768, -0.23372, 1.64380], [-0.95455, 0.61355, 0.70317], [-2.23401, 1.49537, 1.16184], [-1.88659, 2.88883, 1.27107], [-3.42372, 1.16739, 0.42886], [-2.34549, 0.78924, 2.79842], [-3.21857, 1.06049, 3.83098], [-3.05999, 0.33906, 5.01014], [-2.05663, -0.61899, 5.13463], [-1.18640, -0.88081, 4.08248], [-1.35118, -0.15894, 2.91606], [-3.99696, 1.80486, 3.72507], [-3.72746, 0.52340, 5.84352], [-1.95639, -1.16605, 6.06400], [-0.40297, -1.62434, 4.15145], [1.36009, -3.53772, -0.43110], [2.92912, -3.16122, -0.06537], [3.38655, -3.82774, 1.34641], [2.84474, -1.45857, 0.08437], [3.93306, -3.51090, -1.29684], [-2.02005, -5.29735, 0.46488], [-1.46143, -4.29635, -0.45069], [-1.93892, -2.90474, -0.11976], [-2.47800, -2.77492, 1.10938], [-1.80059, -1.96527, -0.85361], [-1.37654, -6.06718, 0.58291], [-2.89337, -5.67146, 0.11616], [-2.43289, -3.67106, 1.49829], [-1.64600, -4.47915, -1.51055], [-0.37012, -4.23285, -0.32806], [1.53426, 3.21005, 0.06261], [1.43665, 3.46559, -1.41281], [0.84350, 4.60850, -1.91947], [0.74921, 4.80070, -3.29053], [-0.00659, 6.26682, -3.90108], [1.21380, 3.85445, -4.17645], [1.81361, 2.69779, -3.68886], [1.94918, 2.51706, -2.31621], [2.55901, 1.46213, -1.74384], [3.00762, 0.38508, -2.57177], [1.83917, -0.34626, -3.22994], [1.77848, -0.39870, -4.45208], [0.89831, -0.81090, -2.46586], [0.86122, 3.87019, 0.60987], [2.55647, 3.36389, 0.41802], [1.27218, 2.17672, 0.28874], [0.43408, 5.34610, -1.24072], [1.10138, 4.00177, -5.24230], [2.13376, 1.92606, -4.37474], [3.53539, -0.28012, -1.89384], [3.67373, 0.75120, -3.35561]], "e_above_lowest_kcal_mol": 39.5, "total_charge": -2}

=====

3.
{"formula": "C18H17ClN2O4", "method": "ωB97M-V with the def2-TZVPD basis set", "elements": ["C", "N", "C", "O", "C", "O", "C", "O", "C", "N", "C", "O", "C", "C", "C", "C", "C", "C", "Cl", "C", "C", "C", "C", "C", "C", "H", "H", "H", "H", "H", "H", "H", "H", "H", "H", "H", "H", "H", "H", "H", "H", "H"], "coordinates": [[-2.38640, -2.95623, 0.69012], [-2.40612, -1.62806, 0.10391], [-2.65452, -1.51159, -1.22332], [-2.94099, -2.46269, -1.92002], [-2.51903, -0.12294, -1.85000], [-1.40156, 0.58835, -1.33296], [-1.54575, 1.89583, -1.09063], [-2.56665, 2.50825, -1.24005], [-0.23871, 2.49220, -0.58999], [0.66697, 1.48208, -0.11444], [1.68483, 1.02240, -0.88954], [2.08272, 1.59089, -1.87895], [2.24593, -0.27276, -0.37811], [1.47304, -1.42342, -0.49346], [1.96978, -2.64600, -0.07826], [3.24310, -2.72552, 0.46323], [4.02183, -1.58876, 0.58859], [3.52266, -0.36670, 0.16303], [4.47915, 1.05904, 0.33140], [-2.23993, -0.54467, 0.99885], [-3.23132, 0.42264, 1.12780], [-3.06761, 1.47076, 2.01539], [-1.92907, 1.55020, 2.79969], [-0.95568, 0.56975, 2.70020], [-1.10617, -0.47601, 1.80390], [-3.05603, -2.99277, 1.54976], [-2.72477, -3.65870, -0.06952], [-1.37851, -3.22720, 1.00775], [-3.43060, 0.46822, -1.70528], [-2.37280, -0.27374, -2.92483], [0.25103, 2.99658, -1.43162], [-0.46080, 3.23134, 0.18447], [0.33515, 0.89892, 0.64140], [0.48798, -1.34964, -0.93130], [1.36791, -3.53617, -0.18320], [3.63459, -3.67765, 0.78771], [5.01319, -1.64184, 1.00951], [-4.13222, 0.34962, 0.53806], [-3.83747, 2.22201, 2.09796], [-1.80533, 2.36625, 3.49462], [-0.07224, 0.61725, 3.31991], [-0.34206, -1.23566, 1.72501]], "e_above_lowest_kcal_mol": 26.0, "smiles": "CN(C(=O)COC(=O)CNC(=O)c1ccccc1Cl)c1ccccc1"}

=====

4.
{"formula": "C18H17ClN4O3", "method": "ωB97M-V with the def2-TZVPD basis set", "elements": ["C", "C", "C", "C", "C", "C", "C", "N", "C", "O", "N", "C", "C", "O", "N", "C", "C", "C", "C", "N", "C", "Cl", "C", "O", "C", "C", "H", "H", "H", "H", "H", "H", "H", "H", "H", "H", "H", "H", "H", "H", "H", "H", "H"], "coordinates": [[6.28031, 1.29985, 1.23578], [4.94467, 0.93882, 0.66393], [4.63304, -0.38163, 0.36657], [3.40871, -0.71862, -0.17954], [2.46572, 0.26359, -0.45623], [1.10636, -0.10676, -1.02556], [0.57407, 0.91184, -2.03868], [1.07092, -1.44798, -1.56157], [0.31672, -2.30581, -0.84197], [0.15087, -3.48215, -1.00395], [-0.26784, -1.53464, 0.18730], [-1.14856, -2.10251, 1.18096], [-2.63743, -1.83578, 0.90832], [-3.45074, -2.72747, 0.89278], [-2.90962, -0.51703, 0.71416], [-4.13329, 0.04557, 0.37260], [-5.34558, -0.64193, 0.38636], [-6.50849, 0.02303, 0.03016], [-6.43351, 1.35724, -0.32925], [-5.28832, 2.02146, -0.35334], [-4.18963, 1.39261, -0.02085], [-2.73539, 2.32717, -0.09545], [0.13140, -0.23677, 0.14437], [-0.23616, 0.63787, 0.89379], [2.76360, 1.58373, -0.14457], [3.98898, 1.91263, 0.40455], [6.64348, 0.51594, 1.89639], [7.00663, 1.42401, 0.43188], [6.22651, 2.23382, 1.78944], [5.35421, -1.15973, 0.57056], [3.19092, -1.75654, -0.38527], [1.34900, 1.17613, -2.75386], [-0.27378, 0.48547, -2.57086], [0.23748, 1.80698, -1.52369], [1.62950, -1.74357, -2.34339], [-0.99521, -3.18465, 1.17645], [-0.89015, -1.68630, 2.16017], [-2.14731, 0.15468, 0.80538], [-5.36123, -1.68171, 0.66890], [-7.45431, -0.49425, 0.03603], [-7.30526, 1.92853, -0.61345], [2.03588, 2.35986, -0.31507], [4.20277, 2.94500, 0.63971]], "e_above_lowest_kcal_mol": 0.0, "smiles": "Cc1ccc([C@@]2(C)NC(=O)N(CC(=O)Nc3cccnc3Cl)C2=O)cc1"}

=====

5.
{"formula": "C18H17ClN4OS", "method": "ωB97M-V with the def2-TZVPD basis set", "elements": ["C", "C", "O", "C", "C", "C", "C", "N", "C", "S", "N", "N", "C", "C", "C", "N", "C", "C", "C", "Cl", "C", "C", "C", "C", "C", "H", "H", "H", "H", "H", "H", "H", "H", "H", "H", "H", "H", "H", "H", "H", "H", "H"], "coordinates": [[-7.22535, -0.61850, 0.26200], [-6.17820, -1.69937, 0.01157], [-5.00793, -1.51337, 0.78484], [-4.10025, -0.57024, 0.43047], [-4.13881, 0.21161, -0.72101], [-3.12598, 1.11622, -0.98148], [-2.05624, 1.26867, -0.10754], [-1.06434, 2.21729, -0.40202], [0.27929, 2.12254, -0.24853], [1.24961, 3.43781, -0.54039], [0.81050, 0.93978, 0.12002], [2.15767, 0.85501, 0.46234], [2.94835, -0.11620, -0.10962], [2.42016, -1.21245, -0.76813], [3.28306, -2.20702, -1.23591], [4.57981, -2.18725, -1.09500], [5.13048, -1.13572, -0.45662], [6.53287, -1.12237, -0.31203], [7.14216, -0.08018, 0.32923], [8.86021, -0.05855, 0.51013], [6.39751, 0.98623, 0.85387], [5.03552, 0.99124, 0.72485], [4.36381, -0.05827, 0.06926], [-2.03438, 0.51143, 1.06406], [-3.03680, -0.39760, 1.32068], [-7.47971, -0.59091, 1.31845], [-8.12160, -0.83839, -0.31122], [-6.85311, 0.36161, -0.02627], [-5.93088, -1.76778, -1.05479], [-6.56277, -2.66977, 0.33711], [-4.94678, 0.12657, -1.42959], [-3.16726, 1.71583, -1.87891], [-1.36332, 3.05442, -0.88315], [0.22796, 0.15552, 0.37811], [2.54180, 1.80265, 0.49031], [1.35991, -1.30198, -0.94648], [2.87938, -3.06444, -1.75953], [7.09247, -1.94904, -0.71785], [6.90729, 1.79342, 1.35552], [4.47791, 1.81615, 1.14143], [-1.25729, 0.66291, 1.79868], [-3.02673, -0.98747, 2.22315]], "e_above_lowest_kcal_mol": 23.4, "smiles": "CCOc1ccc(NC(=S)NNc2ccnc3cc(Cl)ccc23)cc1"}

=====

6.
{"formula": "C18H17F3N6", "method": "ωB97M-V with the def2-TZVPD basis set", "elements": ["C", "C", "F", "F", "C", "C", "C", "N", "C", "C", "C", "N", "C", "N", "C", "C", "C", "C", "C", "C", "N", "N", "N", "C", "C", "C", "F", "H", "H", "H", "H", "H", "H", "H", "H", "H", "H", "H", "H", "H", "H", "H", "H", "H"], "coordinates": [[0.43453, -6.07212, 0.07394], [-0.77220, -5.60797, -0.70603], [-1.33581, -6.66316, -1.29036], [-0.38604, -4.81553, -1.73865], [-1.74275, -4.88976, 0.21901], [-1.77702, -3.47304, 0.26128], [-2.65575, -2.79195, 1.12155], [-2.61227, -1.38745, 1.22688], [-1.75220, -0.45255, 0.61003], [-2.15620, 0.76591, 1.06036], [-1.50845, 2.09011, 0.73633], [-0.57061, 1.94886, -0.40671], [0.37435, 2.88080, -0.66104], [1.03812, 3.42930, 0.31150], [1.99989, 4.29259, 0.03884], [2.37676, 4.61208, -1.28144], [3.52271, 5.54578, -1.66633], [4.36744, 6.18626, -0.58994], [4.87959, 4.97264, -1.31683], [1.55172, 4.00810, -2.27644], [0.55531, 3.16358, -1.95427], [-3.20560, 0.55646, 1.94202], [-3.46029, -0.68787, 1.99055], [-3.46773, -3.52790, 1.94513], [-3.48001, -4.92004, 1.94921], [-2.57922, -5.59477, 1.08768], [-2.59903, -6.95234, 1.10544], [0.13724, -6.86345, 0.74706], [0.83459, -5.22623, 0.66666], [1.19592, -6.44464, -0.59041], [-1.05635, -2.93632, -0.31239], [-0.95622, -0.67956, -0.07844], [-2.23228, 2.86860, 0.51874], [-0.98475, 2.41815, 1.63386], [-0.97810, 1.65811, -1.29754], [2.57388, 4.69222, 0.87135], [3.45482, 6.09013, -2.64130], [4.83608, 7.11435, -0.83602], [4.10970, 6.00122, 0.46711], [4.90096, 3.96249, -0.82864], [5.74472, 5.05254, -2.02715], [1.69820, 4.17530, -3.32988], [-4.17687, -3.05820, 2.61707], [-4.14076, -5.44074, 2.62822]], "e_above_lowest_kcal_mol": 25.4, "smiles": "CC(F)(F)c1cc(-n2cc(CNc3ncc(C4CC4)cn3)nn2)ccc1F"}

=====

7.
{"formula": "C18H17N2", "method": "ωB97M-V with the def2-TZVPD basis set", "elements": ["C", "C", "C", "C", "C", "C", "N", "C", "N", "C", "C", "C", "C", "C", "C", "C", "C", "C", "C", "C", "H", "H", "H", "H", "H", "H", "H", "H", "H", "H", "H", "H", "H", "H", "H", "H", "H"], "coordinates": [[-1.56927, -4.17290, 0.81131], [-1.59009, -3.15764, 1.76880], [-0.76419, -2.04509, 1.42977], [0.06138, -2.04553, 0.35458], [0.83061, -0.86991, 0.01124], [2.04676, -0.97139, -0.65191], [2.49280, 0.31240, -0.86937], [1.53581, 1.10433, -0.44296], [0.51358, 0.47487, 0.16473], [-0.76079, 1.05400, 0.48628], [-0.86734, 1.93549, 1.58912], [-2.09336, 2.51235, 1.95013], [-3.29463, 2.07888, 1.28236], [-3.21311, 1.15084, 0.24655], [-1.96852, 0.65023, -0.06204], [1.65251, 2.50391, -0.94510], [2.87314, 2.52210, -1.76873], [3.23229, 1.01474, -1.97861], [0.18661, -3.11937, -0.52367], [-0.67390, -4.24571, -0.22365], [-2.38944, -4.88750, 0.82568], [-2.13839, -3.20848, 2.69478], [-0.79544, -1.07646, 1.94310], [2.51517, -1.81714, -1.06483], [-0.08777, 2.39217, 2.25835], [-2.21915, 3.30086, 2.63776], [-4.21603, 2.48553, 1.61915], [-4.08304, 0.78647, -0.21875], [-1.82549, -0.03385, -0.90239], [0.81911, 2.81818, -1.49149], [1.88276, 3.30911, -0.13532], [3.73633, 3.03691, -1.25813], [2.82736, 3.05030, -2.71811], [2.85202, 0.61627, -2.93835], [4.25076, 0.87363, -1.82880], [0.95045, -3.23434, -1.31921], [-0.70949, -5.09827, -0.73223]], "e_above_lowest_kcal_mol": 0.0, "total_charge": 1, "smiles": "c1ccc(-c2c[n+]3c(n2-c2ccccc2)CCC3)cc1"}

=====

8.
{"formula": "C18H17N4O6Pb", "method": "ωB97M-V with the def2-TZVPD basis set", "elements": ["Pb", "O", "C", "C", "C", "C", "C", "C", "C", "O", "N", "N", "C", "C", "C", "C", "C", "C", "C", "O", "H", "H", "H", "H", "H", "H", "H", "H", "H", "H", "C", "C", "N", "O", "C", "C", "N", "O", "H", "H", "H", "H", "H", "H", "H", "O"], "coordinates": [[-1.44256, 0.80396, -0.44059], [4.06877, 0.32447, -2.27242], [3.55828, 1.25483, -3.09996], [4.45486, 1.92641, -3.93312], [4.00707, 2.89379, -4.81121], [2.65530, 3.21562, -4.87983], [1.76422, 2.55350, -4.05635], [2.18740, 1.57253, -3.16191], [1.14287, 0.90921, -2.32340], [-0.05629, 1.25002, -2.44916], [1.57537, -0.02487, -1.47528], [0.52090, -0.56372, -0.76667], [0.57634, -1.81271, -0.51722], [-0.45479, -2.55909, 0.18537], [-0.08374, -3.72705, 0.86023], [-1.01655, -4.53143, 1.47833], [-2.36531, -4.17792, 1.39393], [-2.76026, -3.04781, 0.71325], [-1.81878, -2.20374, 0.09451], [-2.26662, -1.15320, -0.55882], [3.30035, -0.06897, -1.77564], [5.50323, 1.66521, -3.86731], [4.71987, 3.40369, -5.44861], [2.30493, 3.97544, -5.56579], [0.70590, 2.77941, -4.07299], [1.45657, -2.35410, -0.86961], [0.96831, -3.99000, 0.89204], [-0.71057, -5.42192, 2.01092], [-3.11481, -4.79826, 1.87130], [-3.80054, -2.75796, 0.64512], [-0.38704, 0.45147, 4.10014], [-1.03089, 0.75211, 2.77808], [-0.31935, 0.82750, 1.70037], [1.01509, 0.42311, 1.89201], [-2.45297, 0.93946, 2.70667], [-3.29757, 1.28067, 3.89417], [-3.01261, 0.73007, 1.52568], [-4.25606, 0.80576, 1.40846], [0.41446, -0.27255, 3.97296], [-1.12544, 0.06753, 4.79861], [0.05052, 1.36016, 4.51977], [1.40969, 0.53452, 1.01779], [-2.71369, 1.75990, 4.67981], [-3.80186, 0.40587, 4.31840], [-4.08399, 1.96219, 3.56666], [-1.98803, 2.63689, -0.67870]], "e_above_lowest_kcal_mol": 23.8, "total_charge": -1}

=====

| no. | E_tot (eV) |
| --- | --- |
| 1 | -57677.722 |
| 2 | -138442.005 |
| 3 | -42635.724 |
| 4 | -43569.861 |
| 5 | -50307.360 |
| 6 | -36033.413 |
| 7 | -21914.674 |
| 8 | -42431.280 |